Computed, not measured: one molecule with the formula C10H7Cl2NOS at a distorted geometry, with wB97M-V/def2-TZVPD.

Gap between HOMO and LUMO (eV): 7.83
E_HOMO (eV): -8.00
Strongest force on any atom (Eh/bohr): 0.0793
ΔE to the lowest compared entry with this formula, charge and spin (kJ/mol): 223.7
LUMO level (eV): -0.2

Last column: Löwdin charge in e.
Atoms and positions in Å:
Cl: -0.4813 -2.9053 -1.6392  0.565
Cl: -3.3601 2.1331 -0.4678  0.693
S: -0.0570 -0.4862 1.7946  1.062
O: -3.1655 -0.5676 1.7239  0.164
N: -0.0854 -1.9536 0.7395  -0.493
C: 0.8215 -3.0886 1.1328  -0.104
C: -2.0926 1.1832 0.3257  -0.601
C: 0.8701 2.4509 -1.5678  -0.079
C: -0.7230 1.4766 0.0233  -0.240
C: -0.3887 2.4292 -1.0208  -0.032
C: 1.5413 0.6797 -0.0574  -0.111
C: -2.5606 0.2148 1.1147  -0.314
C: -0.7930 -1.7970 -0.3182  -0.576
C: 1.7994 1.5756 -1.0895  -0.095
C: 0.3344 0.7299 0.5594  -0.484
H: 2.8004 1.4701 -1.5504  0.115
H: -1.0669 3.0565 -1.4193  0.042
H: 0.3480 -4.1281 0.9343  0.110
H: 2.3586 0.1714 0.4504  0.114
H: 1.6832 -2.9854 0.4407  0.082
H: 1.1200 -2.9535 2.1546  0.051
H: 1.0973 3.2945 -2.2632  0.131


Computed, not measured: C10H7LaN2O5 as an isolated structure at a distorted geometry, with wB97M-V/def2-TZVPD.

Gap between HOMO and LUMO (spin up / spin down) (eV): 5.63 / 6.02
E_HOMO (spin up / spin down) (eV): -15.48 / -15.48
Strongest force on any atom (Eh/bohr): 0.1081
ΔE to the lowest compared entry with this formula, charge and spin (kJ/mol): 425.5
LUMO level (spin up / spin down) (eV): -9.9 / -9.5
Total charge: +2

Last column: Löwdin charge in e.
Atoms and positions in Å:
La: 1.1808 -0.4532 -1.2587  2.140
O: -0.9568 -0.9600 -1.8345  -0.224
O: -0.3428 4.7567 -4.1374  0.141
O: -2.1859 2.0391 -2.3856  0.236
O: 2.5699 2.7314 -2.6349  0.184
O: -0.1242 3.2021 -0.6862  0.222
N: -1.5500 -2.3914 0.6074  0.174
N: 0.2631 -1.0086 0.9388  -0.132
C: -0.5575 -2.3150 2.8128  0.035
C: -0.1087 3.7308 -3.6937  0.081
C: 1.1838 -0.4383 1.7706  -0.182
C: -0.0350 2.1744 -1.2880  -0.248
C: -0.6895 0.1155 -2.5045  -0.403
C: 0.4080 -1.7568 3.6391  0.003
C: 1.9726 1.8699 -2.1424  -0.124
C: -1.1378 1.4589 -2.1563  -0.352
C: -0.6325 -1.9035 1.4668  -0.335
C: 1.2664 -0.7881 3.1157  -0.037
H: 2.0217 -0.3220 3.7451  0.127
H: 0.4752 -2.0498 4.6875  0.141
H: 0.3458 0.0581 -3.1594  0.113
H: 1.8240 0.3432 1.3162  0.092
H: -1.6833 -1.9928 -0.3195  0.082
H: -2.2392 -3.0384 0.9509  0.131
H: -1.2682 -3.0621 3.1504  0.135


Computed, not measured: C10H7N2O5Zr as an isolated structure at a distorted geometry, with wB97M-V/def2-TZVPD.

Gap between HOMO and LUMO (spin up / spin down) (eV): 3.75 / 3.75
E_HOMO (spin up / spin down) (eV): -19.92 / -19.93
Strongest force on any atom (Eh/bohr): 0.1863
ΔE to the lowest compared entry with this formula, charge and spin (kJ/mol): 30.5
LUMO level (spin up / spin down) (eV): -16.2 / -16.2
Total charge: +3

Last column: Löwdin charge in e.
Atoms and positions in Å:
Zr: -0.6380 0.0362 -1.0657  1.302
O: -0.9181 -3.2318 -1.6248  0.302
O: -0.9769 3.3126 -1.6820  0.295
O: 0.0338 0.0713 -6.8959  0.077
O: -3.8814 0.0246 -0.2112  0.284
O: 2.0070 0.0550 -3.0950  0.254
N: 0.2313 0.1576 0.9951  -0.095
N: -0.0875 -2.1205 1.5853  0.194
C: 0.3495 -0.9067 1.8892  -0.316
C: -2.7682 0.0338 -0.5355  -0.037
C: -0.8881 2.1719 -1.4982  -0.046
C: 1.0697 0.0506 -2.4087  -0.053
C: 0.2889 0.0765 -5.7824  0.007
C: 0.6470 1.4363 1.2443  -0.116
C: 1.3772 0.6866 3.3838  0.060
C: 1.2150 1.7142 2.4556  0.021
C: 0.9734 -0.6040 3.1152  0.070
C: -0.8356 -2.1034 -1.4498  -0.071
H: -0.7175 -2.4210 0.7888  0.109
H: -1.4853 0.0244 -2.7437  0.046
H: 0.5005 2.1968 0.4729  0.099
H: 1.8276 0.8914 4.3420  0.154
H: 0.0927 -2.8478 2.2820  0.163
H: 1.5244 2.7374 2.6547  0.152
H: 1.0584 -1.4419 3.7838  0.145


Computed, not measured: one molecule with the formula C10H7NO2 at a distorted geometry, with wB97M-V/def2-TZVPD.

Gap between HOMO and LUMO (eV): 7.07
SMILES: O=Cc1c(O)cnc2ccccc12
E_HOMO (eV): -8.27
Strongest force on any atom (Eh/bohr): 0.1486
ΔE to the lowest compared entry with this formula, charge and spin (kJ/mol): 435.0
LUMO level (eV): -1.2

Last column: Löwdin charge in e.
Atoms and positions in Å:
O: 0.6262 -3.0361 -0.4756  0.119
O: 2.3800 -1.1497 -2.1089  0.086
N: -1.7976 -0.9336 1.0500  0.163
C: 1.8991 -0.2051 -1.5416  -0.165
C: 0.0163 0.5110 -0.0638  -0.170
C: 0.7031 -0.4483 -0.7066  -0.062
C: 0.0835 2.9423 0.7988  -0.044
C: 0.3742 1.8583 -0.2693  0.004
C: -1.0761 2.7207 1.5040  -0.103
C: -0.9642 -1.8803 0.4556  -0.063
C: -1.2521 0.4089 0.7380  -0.195
C: -1.7676 1.4664 1.3354  -0.088
C: 0.1810 -1.7472 -0.2700  -0.166
H: -2.7982 1.5359 1.8406  0.140
H: -1.4038 -2.7600 0.7720  0.098
H: 1.2845 -2.9464 -1.0671  0.030
H: -1.7981 3.5382 1.9116  0.132
H: 0.6836 3.7690 0.6717  0.056
H: 1.1253 2.4013 -1.1211  0.164
H: 2.2571 0.7231 -1.5653  0.066


Computed, not measured: a 2-piece molecular cluster, C10H7NO2S overall at a distorted geometry, with wB97M-V/def2-TZVPD.

Gap between HOMO and LUMO (eV): 9.22
E_HOMO (eV): -8.69
Strongest force on any atom (Eh/bohr): 0.1154
ΔE to the lowest compared entry with this formula, charge and spin (kJ/mol): 246.9
LUMO level (eV): 0.5

Last column: Löwdin charge in e.
Atoms and positions in Å:
S: -1.6082 3.4369 -0.0956  0.902
O: -4.0835 -3.4776 -0.1995  0.218
O: -4.4768 -1.2665 -0.4568  0.245
N: 0.1686 1.5111 0.2022  -0.095
C: 1.7528 -1.2192 -1.5644  -0.062
C: 0.5834 -0.7807 0.9187  -0.016
C: -0.3391 3.5727 1.1066  -0.405
C: -1.2137 1.9636 -0.7221  -0.297
C: 0.4637 2.4738 1.0938  -0.218
C: 0.6256 0.2229 -0.0194  -0.299
C: 1.2585 0.0157 -1.2481  -0.026
C: 1.8229 -2.2378 -0.5729  -0.077
C: 1.2088 -2.0294 0.6586  -0.075
C: -4.2392 -2.3551 -0.3265  -0.468
H: 0.0129 -0.5426 1.7721  0.100
H: -0.1657 4.6252 1.3948  0.063
H: 2.2441 -1.1755 -2.4621  0.075
H: 1.1345 0.7655 -1.9758  0.101
H: 1.2517 2.4729 1.7925  0.114
H: 2.4460 -3.1089 -0.7256  0.097
H: 1.1527 -2.8670 1.4294  0.124


Computed, not measured: C10H7NO7Ru as an isolated structure at a distorted geometry, with wB97M-V/def2-TZVPD.

Gap between HOMO and LUMO (spin up / spin down) (eV): 5.36 / 6.66
E_HOMO (spin up / spin down) (eV): -2.17 / -5.67
2S+1: 6
Strongest force on any atom (Eh/bohr): 0.0200
LUMO level (spin up / spin down) (eV): 3.2 / 1.0
Total charge: -1

Last column: Mulliken spin population.
Atoms and positions in Å:
Ru: 0.1995 0.9210 -0.6222  2.688
O: 4.0591 -0.7741 -1.6736  0.215
O: -3.4402 0.7348 1.1144  0.146
O: 1.2800 2.9958 -1.7912  0.174
O: -1.6214 1.4071 -0.0144  0.099
O: 2.0281 0.5502 0.9402  0.182
O: 1.9805 0.1482 -1.7355  0.148
O: 4.1482 -0.2771 1.0828  0.202
N: -0.5850 -0.9578 -0.1642  0.193
C: 3.0514 -0.2598 -1.3035  0.186
C: -2.4774 -2.0352 0.9207  -0.091
C: 0.0889 3.9209 0.1091  0.030
C: -0.7248 -3.3407 -0.0853  0.152
C: -0.0969 -2.1775 -0.4401  -0.052
C: 3.0987 0.0612 0.6290  0.114
C: -2.3787 0.4554 0.5631  0.048
C: -1.8196 -0.8746 0.4799  0.363
C: -1.9491 -3.2666 0.6530  0.197
C: 0.6312 2.8437 -0.7797  -0.036
H: 0.2635 3.6701 1.1537  0.003
H: -3.4022 -1.9059 1.4669  0.004
H: -0.9922 3.9441 -0.0353  -0.005
H: 0.8525 -2.2064 -0.9658  0.018
H: -0.2837 -4.2923 -0.3448  0.009
H: -2.4367 -4.1727 0.9878  0.020
H: 0.5263 4.8882 -0.1450  -0.006


Computed, not measured: one molecule with the formula C10H8 at a distorted geometry, with wB97M-V/def2-TZVPD.

Gap between HOMO and LUMO (spin up / spin down) (eV): 7.12 / 7.12
SMILES: C=C=C=C1C(=C)C=CC1=C
E_HOMO (spin up / spin down) (eV): -7.72 / -7.72
Strongest force on any atom (Eh/bohr): 0.0890
ΔE to the lowest compared entry with this formula, charge and spin (kJ/mol): 332.8
LUMO level (spin up / spin down) (eV): -0.6 / -0.6

Last column: Löwdin charge in e.
Atoms and positions in Å:
C: 0.0414 -2.2895 1.6235  0.095
C: 0.2955 1.2915 0.4934  -0.267
C: -0.0019 -0.5355 -1.2291  0.015
C: 0.4941 1.2946 1.9422  -0.043
C: 0.3081 0.0735 2.4309  -0.087
C: -0.6657 -0.8923 -3.7046  0.018
C: 0.0634 -0.1418 0.0624  -0.067
C: 0.2489 2.4801 -0.2054  0.079
C: -0.2804 -0.6486 -2.4349  -0.104
C: 0.2071 -0.9219 1.4452  -0.225
H: 0.0284 -0.2602 3.3503  0.091
H: -0.5936 -1.8574 -4.1585  0.040
H: -0.7781 0.0196 -4.3779  0.077
H: 0.5110 3.3975 0.3607  0.065
H: 0.3359 2.2842 2.4621  0.136
H: -0.1373 -2.9228 2.4970  0.063
H: -0.1247 -2.8734 0.7455  0.042
H: 0.0478 2.5023 -1.3028  0.071


Computed, not measured: C10H8AgCl5O as an isolated structure, with wB97M-V/def2-TZVPD.

Gap between HOMO and LUMO (eV): 9.09
E_HOMO (eV): -8.72
Strongest force on any atom (Eh/bohr): 0.0073
LUMO level (eV): 0.4

Last column: Löwdin charge in e.
Atoms and positions in Å:
Ag: 0.0827 -0.2152 -1.1660  0.785
Cl: 3.9558 -0.3526 3.0351  0.667
Cl: 5.7787 0.0011 -2.0287  0.669
Cl: 2.8435 -0.0405 -3.0903  0.604
Cl: 6.3277 -0.1474 1.0317  0.674
Cl: 1.0173 -0.3974 1.9819  0.589
O: -2.1115 -0.0845 -1.0341  -0.306
C: 2.3472 -0.2843 0.8386  -0.727
C: 4.4606 -0.1085 -0.9250  -0.715
C: 2.0607 -0.2156 -0.5101  -0.345
C: 3.6454 -0.2675 1.3429  -0.717
C: 3.1430 -0.1293 -1.3715  -0.738
C: -3.7917 -0.3781 0.6222  -0.156
C: -2.7608 -1.1062 -0.2324  -0.176
C: -3.2660 1.0560 0.6498  -0.157
C: 4.7081 -0.1769 0.4463  -0.707
C: -2.7002 1.2039 -0.7462  -0.186
H: -3.8745 -0.8191 1.6135  0.117
H: -2.4699 1.1627 1.3884  0.118
H: -1.9136 1.9510 -0.8396  0.116
H: -4.0390 1.7900 0.8683  0.118
H: -4.7772 -0.4161 0.1560  0.116
H: -1.9886 -1.5898 0.3695  0.107
H: -3.1990 -1.8385 -0.9114  0.123
H: -3.4788 1.4031 -1.4886  0.127


Computed, not measured: C10H8Cl2NO6PbS2 as an isolated structure, with wB97M-V/def2-TZVPD.

Gap between HOMO and LUMO (eV): 7.69
E_HOMO (eV): -5.00
Strongest force on any atom (Eh/bohr): 0.0091
ΔE to the lowest compared entry with this formula, charge and spin (kJ/mol): 6.2
LUMO level (eV): 2.7
Total charge: -1

Last column: Löwdin charge in e.
Atoms and positions in Å:
Pb: 0.6054 -1.6218 -0.1822  1.039
Cl: -0.7023 1.1767 -5.0970  0.623
Cl: 1.9965 1.2370 -0.3191  0.651
S: -2.1053 -3.9727 -1.1070  0.647
S: -0.0575 -0.3803 -2.4625  0.452
O: 1.8355 -0.7623 2.4621  0.014
O: -2.5742 0.2107 2.2430  0.048
O: 0.3936 0.3231 3.7940  0.120
O: -0.5363 -2.6043 2.4264  -0.185
O: -3.3035 -3.6798 -0.3243  -0.582
O: -0.7529 -0.2449 1.0236  -0.258
N: -0.8542 -3.2325 -0.9361  -0.611
C: 0.8457 3.1503 -4.2095  -0.143
C: 0.0844 -2.0280 3.5419  -0.125
C: 0.8681 -0.7716 3.1753  -0.529
C: -1.8263 -2.0380 2.1721  -0.122
C: 0.6441 1.2062 -2.7082  -0.711
C: 0.3466 1.8973 -3.9029  -0.686
C: 1.5000 1.9146 -1.8478  -0.644
C: -1.7386 -0.5573 1.8006  -0.648
C: 2.0113 3.1709 -2.1345  -0.141
C: 1.6857 3.7993 -3.3211  -0.110
H: 0.5652 3.6074 -5.1485  0.093
H: 2.6642 3.6439 -1.4138  0.093
H: -2.4753 -2.1604 3.0412  0.130
H: 2.0809 4.7797 -3.5515  0.096
H: 0.8096 -2.7500 3.9219  0.139
H: -0.6469 -1.7914 4.3186  0.136
H: 0.8674 1.0816 3.4117  0.139
H: -2.2309 -2.6034 1.3335  0.075


Computed, not measured: a 2-piece molecular cluster, C10H8FINO4S overall at a distorted geometry, with wB97M-V/def2-TZVPD.

Gap between HOMO and LUMO (eV): 2.30
E_HOMO (eV): -2.94
Strongest force on any atom (Eh/bohr): 0.2341
LUMO level (eV): -0.6
Total charge: -1

Last column: Löwdin charge in e.
Atoms and positions in Å:
I: -0.0109 -1.8232 -0.1927  0.974
S: -5.9698 -1.5573 1.7496  0.699
F: -5.0750 0.7634 3.6881  -0.052
O: 1.7786 0.1494 -2.4676  -0.341
O: -2.2906 2.2128 3.4609  0.002
O: 0.0716 0.7523 2.0877  -0.075
O: -3.4000 -2.2130 -0.2558  -0.062
N: 1.0814 -1.2990 3.6959  0.109
C: -1.5788 -0.8009 0.9408  -0.456
C: -4.2573 -0.7748 1.7908  -0.389
C: 0.6239 -0.2288 3.0806  -0.149
C: 2.8053 0.8646 -2.8934  -0.747
C: -2.5074 1.0742 2.7947  -0.100
C: 3.6127 -0.0043 -3.8720  -0.120
C: -1.3267 0.3220 1.9012  -0.182
C: 3.6808 1.2049 -1.6759  -0.117
C: -3.1415 -1.3413 0.7276  -0.267
C: -3.9984 0.3302 2.7547  -0.043
H: 2.6296 1.8174 -3.4125  0.098
H: 3.9517 -0.9447 -3.4177  0.061
H: 3.0257 -0.2551 -4.7647  0.056
H: 4.5750 1.7550 -1.9923  0.046
H: 3.1438 1.8400 -0.9598  0.056
H: -5.9525 -2.6870 2.5825  -0.110
H: 4.5061 0.5338 -4.2102  0.046
H: 4.0225 0.3093 -1.1403  0.062


Question: The lowest strongest force on any atom belongs to which entry?
Answer: C10H8AgCl5O